Record 1
ORCA calculation (ωB97M-V/def2-TZVPD) on one molecule with the formula C3H4N2O2.

Computed properties:
* SMILES string: O=C/N=C\NC=O
* LUMO energy: -0.5 eV
* HOMO energy: -10.47 eV
* gap between HOMO and LUMO: 9.97 eV

Element x y z (Å)
C (-2.1110, -0.0178, 0.0380)
C (0.2013, 0.8371, -0.0496)
C (2.1187, -0.4515, 0.0378)
H (-2.3534, 1.0435, 0.2280)
H (-0.2935, -1.1522, 0.2158)
H (-0.1898, 1.9044, -0.2259)
H (3.2551, -0.3119, 0.0755)
N (-0.7327, -0.1890, 0.1238)
N (1.4911, 0.7386, -0.1744)
O (-2.9768, -0.8429, -0.1755)
O (1.5910, -1.5582, -0.0934)


Record 2
ORCA calculation (ωB97M-V/def2-TZVPD) on C3H4N2O2 as an isolated structure.

Computed properties:
* LUMO energy: 0.2 eV
* HOMO energy: -8.81 eV
* gap between HOMO and LUMO: 9.01 eV

Element x y z (Å)
C (-1.0365, -0.1181, 0.1823)
C (0.0748, -0.8823, -0.0304)
C (1.1364, -0.0699, -0.0917)
H (-2.9987, 0.1525, -0.2399)
H (0.0474, -1.9333, 0.3727)
H (2.4522, -1.4251, 0.4546)
H (0.9824, 2.1081, 0.1952)
N (0.4541, 1.1604, -0.0562)
N (-0.7813, 1.0944, 0.0860)
O (-2.3646, -0.6409, -0.0960)
O (2.4594, -0.3922, -0.0730)


Record 3
ORCA calculation (ωB97M-V/def2-TZVPD) on a 2-piece molecular cluster, C3H4N2O2S overall.

Computed properties:
* SMILES string: N=[S@@H](=O)C#[N+][O-].C#C
* LUMO energy: -0.3 eV
* HOMO energy: -10.27 eV
* gap between HOMO and LUMO: 10.02 eV

Element x y z (Å)
C (-0.9133, -2.1494, -0.4578)
C (-0.6739, -1.9607, -1.6033)
C (1.5753, -0.2689, -0.2534)
N (2.2595, -1.1673, -0.0402)
N (1.6435, 1.6468, 1.6419)
O (2.3010, 2.0473, -0.7261)
O (2.9572, -2.1410, 0.0086)
S (1.4749, 1.3808, 0.1948)
H (-1.3188, -2.1337, 0.4895)
H (-0.2800, -1.6635, -2.5096)
H (2.4399, 2.1025, 2.0695)
H (0.2202, 1.8013, -0.1318)


Record 4
ORCA calculation (ωB97M-V/def2-TZVPD) on one molecule with the formula C3H4N2O2S.

Computed properties:
* expectation value of S²: 2.022
* LUMO energy (spin up / spin down): 0.8 / -2.9 eV
* multiplicity: 3
* HOMO energy (spin up / spin down): -7.61 / -9.10 eV
* gap between HOMO and LUMO (spin up / spin down): 8.38 / 6.22 eV

Element x y z (Å)
C (-0.9574, 1.2169, -0.4816)
C (0.0448, -0.6045, 0.6496)
C (-1.1874, -0.1800, -0.2334)
N (0.0894, 1.6490, 0.1218)
N (0.6447, 0.6826, 0.8585)
O (1.7238, -0.9370, -0.8752)
O (1.2550, -1.4045, 0.3841)
S (-2.7439, -0.7929, -0.2888)
H (-1.4256, 2.0280, -1.0441)
H (-0.2155, -1.1910, 1.6362)
H (1.6521, 0.7442, 0.8260)
H (1.1200, -1.2109, -1.5532)


Record 5
ORCA calculation (ωB97M-V/def2-TZVPD) on one molecule with the formula C3H4N2O3.

Computed properties:
* SMILES string: Nc1cc(=O)on1O
* LUMO energy: 0.3 eV
* HOMO energy: -8.90 eV
* gap between HOMO and LUMO: 9.22 eV

Element x y z (Å)
C (0.1753, 0.4675, -0.2592)
C (1.3117, -0.3557, 0.1839)
C (0.9866, -1.7399, -0.1412)
H (0.5983, 2.4323, 0.0209)
H (-1.1485, 2.1616, -0.3981)
H (2.1436, 0.2838, 0.5899)
H (-2.5364, -0.1525, 0.6506)
N (-0.0498, 1.8215, -0.3910)
N (-0.9667, -0.3471, -0.3009)
O (1.5360, -2.7503, -0.2214)
O (-0.5250, -1.7148, -0.6575)
O (-1.5251, -0.1062, 0.9239)


Record 6
ORCA calculation (ωB97M-V/def2-TZVPD) on one molecule with the formula C3H4N2O3.

Computed properties:
* SMILES string: O=CN/N=C\OC=O
* LUMO energy: 0.1 eV
* HOMO energy: -9.51 eV
* gap between HOMO and LUMO: 9.65 eV

Element x y z (Å)
C (2.3153, -0.5697, 0.0121)
C (-0.6191, 1.4663, -0.1038)
C (-2.0224, -0.5161, 0.0356)
H (2.3267, -1.7118, 0.1239)
H (0.1687, -0.9897, 0.0179)
H (-0.7789, 2.5631, -0.2140)
H (-3.0860, -0.5749, 0.0674)
N (0.9670, -0.2690, 0.3350)
N (0.5847, 1.0427, -0.0166)
O (3.2191, 0.2113, -0.1386)
O (-1.7549, 0.8078, 0.0811)
O (-1.3203, -1.4602, -0.1998)


Record 7
ORCA calculation (ωB97M-V/def2-TZVPD) on one molecule with the formula C3H4N2O3.

Computed properties:
* SMILES string: C1=N\O/C=N\OCO/1
* LUMO energy: 0.8 eV
* HOMO energy: -9.74 eV
* gap between HOMO and LUMO: 10.55 eV

Element x y z (Å)
C (-0.1240, 1.3664, 0.0703)
C (-1.5497, -0.5312, -0.0143)
C (1.4406, -0.8543, -0.2076)
H (0.1781, 1.1761, -1.0966)
H (-0.2243, 2.4878, 0.4009)
H (-2.6811, -0.9271, -0.1627)
H (1.9212, -1.8434, -0.3575)
N (-0.7265, -1.4664, 0.0331)
N (1.6740, 0.2942, -0.3081)
O (-1.3885, 0.6901, 0.1646)
O (0.5356, -1.2708, 0.7728)
O (0.9444, 0.8786, 0.7050)


Record 8
ORCA calculation (ωB97M-V/def2-TZVPD) on C3H4N2O3 as an isolated structure.

Computed properties:
* LUMO energy: -1.5 eV
* HOMO energy: -10.57 eV
* gap between HOMO and LUMO: 9.11 eV

Element x y z (Å)
C (0.7298, -0.1484, -1.0346)
C (-2.0726, -0.1532, 0.9035)
C (2.1256, 0.4508, -0.6306)
H (-0.9914, -0.4743, -1.9455)
H (0.0484, 0.4214, 0.8662)
H (-3.1953, -0.1604, 0.2889)
H (3.2915, 0.2205, -1.5911)
N (0.0998, -0.1703, -2.1038)
N (0.1810, -0.6745, 0.1591)
O (-1.3960, -0.3346, -0.2184)
O (-1.5930, -0.2390, 2.2654)
O (2.2620, 1.2000, 0.5236)


Record 9
ORCA calculation (ωB97M-V/def2-TZVPD) on C3H4N2O3 as an isolated structure.

Computed properties:
* LUMO energy: -0.1 eV
* HOMO energy: -8.93 eV
* gap between HOMO and LUMO: 8.88 eV

Element x y z (Å)
C (0.6626, 0.0261, -0.5985)
C (-0.2564, 1.0002, 1.0921)
C (-0.4580, 0.0001, 0.2333)
H (1.9934, -1.1848, -1.7474)
H (0.5137, -1.8624, -1.3340)
H (-1.7858, 0.9783, 2.4293)
H (-1.4512, -1.1213, -1.2052)
N (0.8419, -0.9657, -1.6679)
N (1.4091, 1.0692, -0.2830)
O (0.7978, 1.6789, 0.7017)
O (-0.7819, 1.3203, 2.3295)
O (-1.4852, -0.9390, 0.0501)


Record 10
ORCA calculation (ωB97M-V/def2-TZVPD) on C3H4N2O3 as an isolated structure.

Computed properties:
* LUMO energy (spin up / spin down): -0.2 / -0.2 eV
* HOMO energy (spin up / spin down): -8.24 / -8.24 eV
* gap between HOMO and LUMO (spin up / spin down): 8.00 / 8.00 eV

Element x y z (Å)
C (-0.7752, -0.4244, -1.1769)
C (0.4532, 0.0561, -0.9484)
C (-1.2571, -1.0159, 0.1110)
N (0.8613, -0.1946, 0.3333)
N (1.4259, 1.4128, 1.1495)
O (1.9322, 2.1375, 0.3701)
O (1.2962, 1.3762, 2.3156)
O (-0.1819, -0.7695, 1.0176)
H (-1.3160, -0.4623, -2.0989)
H (1.1345, 0.5629, -1.6012)
H (-2.1912, -0.5735, 0.4791)
H (-1.3818, -2.1053, 0.0492)


Summary of energy above the lowest of the compared OMol25 structures with the same formula, charge and spin in eV
1.975, 4.571, 9.060, 2.605, 5.412, 2.686, 8.332, 10.548, 4.864, 7.166
(order as listed above)
Summary of DFT total energy in Eh
-376.69121, -376.59583, -774.59382, -774.64907, -451.78087, -451.88106, -451.67354, -451.59213, -451.80101, -451.71639
(order as listed above)